{"formula": "C43H92CrN6O19", "method": "ωB97M-V/def2-TZVPD", "e_homo_ha": [-0.1675, -0.1673], "spin_multiplicity": 4, "s_squared": 3.773, "lumo_ev": [2.0, 1.5], "charge": -1, "gap_ev": [6.570, 6.096], "species": ["Cr", "C", "O", "O", "O", "C", "C", "C", "O", "C", "C", "C", "O", "O", "O", "H", "H", "C", "O", "C", "C", "N", "C", "C", "O", "C", "H", "H", "H", "H", "H", "H", "H", "H", "H", "H", "H", "H", "H", "H", "H", "C", "O", "C", "C", "N", "C", "C", "O", "C", "H", "H", "H", "H", "H", "H", "H", "H", "H", "H", "H", "H", "H", "H", "H", "C", "O", "C", "C", "N", "C", "C", "O", "C", "H", "H", "H", "H", "H", "H", "H", "H", "H", "H", "H", "H", "H", "H", "H", "C", "O", "C", "C", "N", "C", "C", "O", "C", "H", "H", "H", "H", "H", "H", "H", "H", "H", "H", "H", "H", "H", "H", "H", "C", "O", "C", "C", "N", "C", "C", "O", "C", "H", "H", "H", "H", "H", "H", "H", "H", "H", "H", "H", "H", "H", "H", "H", "C", "O", "C", "C", "N", "C", "C", "O", "C", "H", "H", "H", "H", "H", "H", "H", "H", "H", "H", "H", "H", "H", "H", "H"], "xyz": [[1.924, -0.563, 1.929], [0.834, 0.159, -0.077], [0.530, 0.714, 1.066], [0.778, -1.115, 0.214], [2.150, 0.362, 0.054], [-1.124, -1.660, 4.645], [0.007, -1.538, 3.797], [0.528, -2.793, 3.031], [1.608, -2.582, 2.376], [-0.089, -4.053, 3.163], [-1.193, -4.112, 3.998], [-1.783, -2.884, 4.685], [-2.880, -2.896, 5.291], [-1.761, -5.218, 4.141], [0.642, -0.501, 3.488], [-1.547, -0.763, 5.071], [0.386, -4.915, 2.722], [6.147, -1.705, -4.253], [5.580, -1.790, -2.942], [4.179, -2.091, -2.985], [3.572, -1.908, -1.611], [4.109, -2.859, -0.605], [3.594, -4.206, -0.718], [4.342, -5.151, 0.237], [5.730, -4.942, 0.175], [6.376, -5.510, 1.303], [7.172, -1.410, -4.037], [5.574, -0.933, -4.771], [6.161, -2.626, -4.840], [3.957, -3.085, -3.388], [3.718, -1.410, -3.711], [2.496, -2.076, -1.696], [3.725, -0.895, -1.240], [5.109, -2.810, -0.790], [3.681, -4.676, -1.707], [2.539, -4.136, -0.447], [4.051, -6.194, 0.089], [3.976, -4.802, 1.212], [6.394, -6.597, 1.160], [5.954, -5.160, 2.245], [7.421, -5.245, 1.126], [-1.894, -2.981, 0.060], [-3.157, -3.603, 0.056], [-4.026, -3.070, 1.056], [-5.389, -3.666, 0.740], [-5.374, -5.116, 0.883], [-6.577, -5.739, 0.339], [-6.385, -7.249, 0.298], [-5.171, -7.562, -0.338], [-4.989, -8.945, -0.352], [-2.025, -1.896, -0.049], [-1.258, -3.295, -0.765], [-1.335, -3.052, 0.996], [-4.043, -1.982, 0.940], [-3.702, -3.354, 2.060], [-5.656, -3.446, -0.304], [-6.144, -3.154, 1.342], [-4.616, -5.531, 0.355], [-6.811, -5.430, -0.691], [-7.444, -5.521, 0.966], [-7.259, -7.645, -0.241], [-6.522, -7.683, 1.294], [-5.861, -9.431, -0.811], [-4.868, -9.372, 0.651], [-4.133, -9.350, -0.894], [3.664, 6.250, -2.290], [4.176, 5.800, -1.041], [4.647, 4.473, -1.017], [3.454, 3.481, -0.951], [3.948, 2.140, -1.265], [4.059, 1.862, -2.696], [2.705, 1.700, -3.412], [2.040, 2.947, -3.570], [0.784, 2.780, -4.175], [4.445, 6.094, -3.041], [3.480, 7.317, -2.196], [2.764, 5.705, -2.579], [5.407, 4.331, -0.246], [5.237, 4.284, -1.926], [2.656, 3.890, -1.566], [3.120, 3.551, 0.087], [3.300, 1.475, -0.853], [4.524, 0.881, -2.852], [4.737, 2.496, -3.269], [2.108, 0.979, -2.840], [2.835, 1.230, -4.397], [0.102, 3.607, -3.992], [0.297, 1.862, -3.824], [0.906, 2.574, -5.247], [-2.125, 7.502, 4.387], [-2.052, 6.520, 3.407], [-0.912, 5.695, 3.484], [-0.792, 4.714, 2.331], [-0.136, 5.311, 1.173], [0.086, 4.300, 0.107], [-1.224, 4.022, -0.689], [-1.988, 5.208, -0.850], [-3.029, 4.989, -1.775], [-1.177, 8.014, 4.598], [-2.421, 7.128, 5.377], [-2.853, 8.263, 4.108], [-0.828, 5.131, 4.422], [-0.038, 6.359, 3.490], [-1.776, 4.310, 2.065], [-0.221, 3.904, 2.793], [-0.884, 5.917, 0.846], [0.601, 3.374, 0.371], [0.861, 4.716, -0.543], [-1.863, 3.294, -0.185], [-0.838, 3.644, -1.639], [-3.672, 5.876, -1.774], [-3.765, 4.242, -1.469], [-2.680, 4.877, -2.802], [-2.215, 0.646, -1.835], [-3.422, 1.373, -1.838], [-4.465, 0.717, -1.140], [-5.702, 1.560, -1.417], [-6.016, 1.537, -2.833], [-7.392, 1.941, -3.148], [-7.512, 1.984, -4.670], [-6.853, 3.111, -5.204], [-6.881, 3.267, -6.591], [-1.874, 0.392, -0.826], [-1.390, 1.163, -2.320], [-2.416, -0.287, -2.375], [-4.276, 0.649, -0.062], [-4.617, -0.314, -1.473], [-5.631, 2.583, -1.022], [-6.548, 1.175, -0.838], [-5.382, 2.087, -3.396], [-7.631, 2.915, -2.712], [-8.091, 1.151, -2.870], [-8.598, 2.006, -4.843], [-7.207, 1.039, -5.127], [-6.246, 4.090, -6.903], [-7.920, 3.338, -6.940], [-6.548, 2.353, -7.103], [3.021, -0.954, 5.794], [3.234, -1.201, 4.411], [4.477, -1.782, 4.125], [4.535, -2.159, 2.652], [3.980, -1.146, 1.697], [4.937, 0.028, 1.687], [4.331, 1.247, 2.385], [2.968, 1.076, 2.718], [2.398, 2.250, 3.319], [3.819, -0.312, 6.185], [2.934, -1.840, 6.424], [2.093, -0.389, 5.850], [4.799, -2.607, 4.770], [5.172, -0.965, 4.391], [3.881, -3.025, 2.542], [5.556, -2.472, 2.417], [4.111, -1.638, 0.798], [5.053, 0.282, 0.631], [5.903, -0.332, 2.033], [4.538, 2.175, 1.847], [4.816, 1.377, 3.363], [2.540, 3.146, 2.713], [2.822, 2.254, 4.322], [1.315, 2.138, 3.350]], "forces_ev_per_angstrom": [[-2.3, -1.0, -2.3], [1.6, -1.6, 1.5], [-3.1, 3.6, 3.0], [-1.7, -4.0, -0.8], [4.4, 1.8, -1.7], [3.4, 1.5, -2.1], [-2.0, -2.4, 0.3], [-0.6, -1.1, 1.1], [0.6, 1.2, -0.5], [2.4, 3.3, -0.6], [-2.1, -3.1, 0.3], [-2.5, 0.5, 1.7], [1.0, -1.2, -0.9], [0.1, 1.2, 0.5], [1.4, 1.7, -0.3], [-0.1, -0.1, 0.2], [-0.3, -0.2, -0.1], [-0.1, 0.5, 1.2], [-0.5, -0.9, -0.4], [0.2, 0.6, -0.2], [-0.3, -0.8, 0.0], [0.6, 1.0, -0.9], [0.6, -0.8, -0.2], [-1.2, 1.4, 0.7], [-0.3, 0.0, 0.0], [0.9, -0.3, -1.8], [0.1, 0.2, -0.5], [0.3, 0.1, -0.4], [-0.3, -0.2, 0.2], [0.4, -0.3, 0.1], [-0.2, 0.2, 0.1], [-0.1, 0.2, 0.2], [0.0, 0.1, -0.1], [0.1, -0.6, 0.3], [-0.1, 0.5, -0.3], [0.0, -0.4, 0.1], [0.1, 0.0, -0.1], [0.2, -0.5, 0.3], [-0.5, -0.1, 0.7], [0.1, -0.1, 0.1], [0.0, 0.3, 0.7], [0.2, 1.3, 0.3], [0.2, -0.3, 0.2], [-0.1, -0.6, -0.9], [0.3, 0.0, -0.5], [-1.0, -0.1, 0.2], [0.7, -0.3, 0.2], [-1.2, 0.5, 0.1], [0.2, -0.2, 0.0], [-0.4, -1.4, 0.2], [0.0, 0.1, -0.2], [-0.3, -0.4, 0.0], [-0.1, -0.6, 0.1], [-0.1, 0.1, 0.2], [0.1, 0.1, 0.1], [0.2, 0.4, -0.1], [-0.1, -0.5, 0.4], [0.4, 0.4, 0.2], [0.0, 0.3, -0.1], [0.0, 0.1, 0.0], [0.2, -0.2, -0.4], [0.8, 0.0, 0.2], [-0.1, 0.0, 0.1], [-0.2, 0.3, 0.2], [0.2, 1.0, -0.3], [0.8, -0.5, 0.4], [0.1, 0.7, 0.5], [-0.5, -0.3, -1.3], [1.8, 0.8, 0.6], [0.0, 0.5, -0.4], [-0.7, -0.9, -0.5], [0.5, 0.2, -0.1], [-0.1, -0.1, 0.3], [-0.1, -1.1, -0.4], [-0.1, 0.0, -0.3], [-0.2, 0.0, 0.1], [-0.1, 0.1, -0.1], [-0.5, 0.2, 0.5], [-0.2, 0.0, -0.3], [-0.1, -0.4, -0.2], [-0.2, -0.5, 0.0], [-0.1, -0.2, 0.0], [0.1, -0.2, 0.4], [-0.2, 0.6, 0.4], [-0.3, 0.2, 0.2], [0.2, 0.1, -0.2], [0.3, 0.3, 0.0], [-0.1, 0.1, 0.4], [0.0, 0.5, -0.2], [0.1, 0.5, 0.9], [-0.4, -0.3, -0.4], [0.7, 0.4, 0.2], [0.0, 0.0, 0.8], [0.0, -1.1, 0.5], [-0.5, 1.4, -0.6], [1.3, -0.2, 0.6], [0.2, -0.3, -0.4], [-1.1, 1.2, 0.3], [0.2, 0.0, -0.5], [-0.2, -0.4, -0.1], [0.0, -0.1, -0.2], [-0.6, 0.1, 0.2], [0.2, -0.1, -0.2], [-0.1, -0.1, 0.3], [0.2, -0.2, -0.6], [0.5, 0.3, -0.6], [-0.6, -0.2, 0.9], [-0.4, 0.4, -0.4], [0.2, -0.3, -0.1], [-0.6, -0.2, -0.3], [0.4, 0.3, 0.0], [0.6, -0.7, -0.1], [0.1, -0.5, 0.0], [-0.2, -1.0, 0.1], [0.3, 0.3, 0.2], [-0.3, 0.8, 0.1], [-0.2, -0.2, 0.2], [-0.9, -0.3, 0.1], [1.6, -0.5, -1.2], [-1.2, 0.2, 0.2], [0.5, 0.2, 0.7], [-0.7, -1.4, -0.4], [-0.1, 0.1, 0.1], [-0.3, 0.4, -0.1], [0.4, -0.2, 0.0], [0.2, 0.2, 0.1], [0.0, 0.0, -0.4], [0.6, 0.1, 0.0], [0.0, -0.4, -0.3], [0.2, 0.1, 0.3], [-0.4, 0.0, 0.0], [0.0, 0.2, 0.6], [-0.1, 0.5, -0.5], [0.6, 0.0, 0.1], [-0.2, 0.2, 0.2], [0.0, 0.7, 0.0], [0.4, 0.0, 0.1], [-0.1, 0.7, -0.5], [-0.5, -1.1, 0.9], [0.5, 1.8, 0.0], [-1.3, -0.7, 0.5], [1.8, 0.0, 1.4], [-1.7, -0.4, -1.5], [1.2, -0.1, 1.7], [-0.6, 0.3, -0.9], [-0.4, -0.7, 0.0], [0.2, 0.0, 0.1], [0.1, -0.3, -0.2], [-0.1, -0.1, 0.0], [-0.5, -0.4, -0.1], [0.6, -0.2, -0.4], [0.1, -0.1, -0.1], [0.1, 0.2, -0.3], [-0.6, 0.0, 0.0], [0.1, 0.1, 0.0], [0.0, 0.5, 0.4], [-0.4, -0.1, -0.4], [0.3, 0.0, 0.0], [0.6, 0.0, 0.1], [-0.1, 0.7, 0.1], [0.1, -0.5, 0.2]], "lowdin_charge": [0.97, -0.72, -0.04, -0.07, -0.13, 0.02, -0.29, -0.29, -0.11, 0.00, -0.38, -0.38, 0.00, 0.01, -0.10, 0.11, 0.11, -0.10, -0.20, -0.22, -0.17, -0.06, -0.18, -0.22, -0.20, -0.10, 0.09, 0.08, 0.08, 0.12, 0.11, 0.12, 0.09, 0.11, 0.11, 0.13, 0.13, 0.11, 0.09, 0.08, 0.09, -0.10, -0.19, -0.19, -0.21, -0.04, -0.22, -0.25, -0.16, -0.13, 0.06, 0.09, 0.07, 0.11, 0.13, 0.11, 0.12, 0.10, 0.11, 0.12, 0.12, 0.12, 0.08, 0.09, 0.08, -0.09, -0.20, -0.22, -0.19, -0.03, -0.18, -0.21, -0.20, -0.12, 0.08, 0.09, 0.07, 0.11, 0.10, 0.08, 0.11, 0.04, 0.09, 0.11, 0.12, 0.12, 0.08, 0.07, 0.09, -0.15, -0.17, -0.24, -0.21, -0.04, -0.17, -0.20, -0.19, -0.11, 0.08, 0.08, 0.08, 0.12, 0.12, 0.13, 0.10, 0.09, 0.10, 0.09, 0.12, 0.10, 0.08, 0.07, 0.09, -0.10, -0.21, -0.22, -0.22, -0.06, -0.20, -0.25, -0.19, -0.12, 0.07, 0.06, 0.10, 0.12, 0.12, 0.11, 0.12, 0.11, 0.12, 0.12, 0.11, 0.12, 0.09, 0.08, 0.08, -0.07, -0.22, -0.21, -0.16, -0.07, -0.11, -0.17, -0.29, -0.02, 0.09, 0.09, 0.09, 0.13, 0.12, 0.10, 0.12, 0.07, 0.11, 0.12, 0.12, 0.13, 0.10, 0.11, 0.09]}

{"formula": "CH5ClN2", "method": "ωB97M-V/def2-TZVPD", "e_homo_ha": [-0.3188, -0.3222], "spin_multiplicity": 1, "relative_energy_kcal_mol": 118.5, "lumo_ev": [-1.0, -1.1], "gap_ev": [7.696, 7.708], "species": ["C", "N", "N", "Cl", "H", "H", "H", "H", "H"], "xyz": [[-0.859, 0.460, 0.154], [-0.501, -0.871, -0.478], [1.983, -0.794, 0.436], [2.628, 0.403, -0.050], [-0.943, 1.187, -0.645], [-1.936, 0.442, 0.527], [-0.172, 0.856, 0.834], [-0.712, -1.822, -0.119], [0.546, -0.909, -0.575]], "forces_ev_per_angstrom": [[-2.9, -2.2, -1.6], [1.4, 0.4, -0.4], [-2.1, -5.6, 2.6], [3.2, 5.7, -2.3], [0.2, 0.1, -0.4], [1.6, -0.2, 0.1], [1.0, 0.2, 1.6], [-0.4, 1.6, 0.6], [-1.9, 0.0, -0.1]], "lowdin_charge": [-0.19, -0.10, -0.59, 0.72, 0.05, 0.09, 0.01, 0.07, -0.05]}

{"formula": "C6H33NO10", "method": "ωB97M-V/def2-TZVPD", "e_homo_ha": -0.3306, "spin_multiplicity": 1, "relative_energy_kcal_mol": 82.0, "lumo_ev": 0.2, "gap_ev": 9.225, "species": ["C", "C", "N", "C", "C", "C", "C", "O", "H", "H", "H", "H", "H", "H", "H", "H", "H", "H", "H", "H", "H", "H", "H", "H", "H", "O", "H", "H", "O", "H", "H", "O", "H", "H", "O", "H", "H", "O", "H", "H", "O", "H", "H", "O", "H", "H", "O", "H", "H", "O"], "xyz": [[0.032, 2.872, 2.351], [0.127, 1.378, 1.969], [-0.495, 1.320, 0.603], [-3.129, -1.288, -0.812], [-2.307, -0.011, -0.526], [-0.853, -0.089, 0.185], [0.143, -0.601, -0.827], [-0.180, -1.958, -1.191], [0.729, 3.134, 3.157], [-1.029, 3.069, 2.571], [0.302, 3.479, 1.440], [1.255, 1.062, 1.947], [-0.322, 0.790, 2.859], [0.145, 1.771, -0.099], [-4.027, -1.392, -0.232], [-2.590, -2.282, -0.768], [-3.453, -1.291, -1.871], [-2.976, 0.558, 0.101], [-2.099, 0.567, -1.429], [-1.054, -0.714, 1.003], [0.196, -0.011, -1.718], [1.166, -0.465, -0.463], [-0.531, -2.404, -0.349], [3.008, 2.150, 1.058], [4.141, 2.173, 0.147], [3.760, 1.592, 0.799], [-1.245, -0.812, -4.266], [-1.406, -1.080, -2.776], [-1.842, -0.551, -3.545], [1.810, 1.662, -1.850], [1.718, 3.037, -1.359], [1.933, 2.194, -0.983], [-0.903, 2.473, -2.314], [-1.282, 1.172, -3.064], [-0.595, 1.931, -3.000], [-2.224, 3.849, -1.152], [-1.207, 3.115, -0.248], [-1.238, 3.684, -1.122], [-0.592, -2.228, 3.404], [0.694, -1.535, 3.191], [-0.128, -1.736, 2.842], [1.728, -3.101, -0.103], [2.500, -3.675, 1.129], [1.719, -3.799, 0.578], [2.133, -0.615, 1.452], [3.547, -1.277, 1.620], [2.591, -1.302, 1.946], [0.051, -3.738, 0.611], [-0.582, -2.816, 1.637], [-0.797, -3.484, 0.987]], "forces_ev_per_angstrom": [[0.4, -0.1, -1.0], [1.4, 0.6, 0.3], [0.0, -1.5, 0.9], [1.1, -1.5, -1.6], [0.9, -0.2, 0.5], [-2.2, 2.5, -2.4], [0.3, -1.2, 0.8], [0.3, 0.3, 0.9], [-0.5, 0.1, 0.0], [0.5, 0.2, 0.2], [-0.2, -0.4, 1.0], [-1.7, 0.5, 0.0], [0.2, 0.5, -2.2], [-0.4, -1.0, 1.1], [-0.3, 0.2, 0.5], [-0.4, 1.2, 0.4], [0.0, 0.2, 0.5], [0.3, 0.7, 0.3], [-0.5, -0.1, 0.1], [0.7, -0.7, 1.3], [-0.7, 0.5, -0.7], [0.3, -0.6, 0.5], [0.2, 0.4, -1.3], [0.1, -0.6, 0.1], [0.5, -0.1, -0.6], [-0.2, 0.3, 0.9], [-0.4, 0.3, 0.0], [-1.2, 1.0, -1.5], [1.7, -1.7, 1.4], [0.2, 0.8, 2.1], [-0.3, 1.2, 0.0], [-0.3, -1.6, -2.6], [-0.7, 1.6, 1.6], [1.7, 1.5, -0.3], [-0.5, -3.3, -2.0], [1.6, 0.0, -0.2], [0.1, 1.1, -2.1], [-1.9, -0.9, 2.8], [-2.8, -3.1, 3.9], [2.7, 0.4, 1.0], [0.2, 2.8, -4.2], [0.3, -0.2, 0.4], [-0.3, 0.2, -0.1], [0.6, 0.0, -0.8], [0.2, 0.2, -0.2], [-2.0, 0.3, 0.7], [2.0, -0.3, -0.4], [0.3, -0.6, 0.7], [0.5, 0.2, 0.3], [-1.4, -0.3, -1.0]], "lowdin_charge": [-0.11, -0.26, -0.04, -0.10, -0.16, -0.27, -0.22, -0.10, 0.07, 0.08, 0.07, 0.10, 0.13, 0.07, 0.06, 0.08, 0.06, 0.09, 0.06, 0.10, 0.08, 0.10, 0.05, 0.02, 0.02, -0.07, 0.07, 0.07, -0.09, 0.11, 0.04, -0.07, -0.08, 0.03, -0.10, 0.09, 0.07, -0.12, 0.01, 0.02, 0.04, 0.05, 0.06, -0.04, -0.01, 0.10, -0.08, -0.01, -0.02, -0.05]}

{"formula": "C4H8NO2", "method": "ωB97M-V/def2-TZVPD", "e_homo_ha": -0.4695, "spin_multiplicity": 1, "relative_energy_kcal_mol": 130.4, "lumo_ev": -5.6, "charge": 1, "gap_ev": 7.215, "species": ["C", "C", "C", "C", "N", "O", "O", "H", "H", "H", "H", "H", "H", "H", "H"], "xyz": [[2.081, 0.045, 0.545], [1.164, 0.500, -0.268], [-1.854, 0.474, 0.089], [-1.284, -0.754, 0.594], [0.584, 1.150, -1.155], [2.710, -1.012, 0.858], [-2.307, 0.619, -1.183], [2.112, 0.653, 1.451], [-1.686, -1.031, 1.623], [-0.102, -0.573, 0.385], [-1.540, -1.437, -0.176], [-1.797, 1.346, 0.483], [1.031, 1.763, -1.824], [3.073, -1.450, 0.153], [-2.186, -0.293, -1.576]], "forces_ev_per_angstrom": [[-1.1, 3.5, 2.7], [0.8, 1.0, -3.6], [-0.2, -4.2, -6.2], [-0.4, 1.0, 0.0], [-1.1, -1.1, 1.6], [0.5, -2.0, 2.3], [1.1, -2.4, 3.3], [-0.2, 0.8, -0.2], [1.2, 0.4, -1.2], [-1.7, -0.1, 1.3], [-0.2, -1.6, -0.2], [-0.1, 5.7, 3.3], [0.6, 0.0, 0.2], [1.4, -2.1, -2.9], [-0.5, 1.2, -0.2]], "lowdin_charge": [-0.23, -0.18, -0.02, 0.01, 0.17, 0.15, 0.13, 0.16, 0.15, 0.12, 0.08, 0.08, 0.10, 0.09, 0.16]}